The following is a DFT calculation (ωB97M-V with the def2-TZVPD basis set) of a single C2H6N2OS molecule at a distorted geometry.

XYZ file:
```
12
C2H6N2OS (ωB97M-V with the def2-TZVPD basis set)
C -1.79137 -0.03965 0.27294
C 0.49162 -0.85874 -0.05080
H -2.41716 0.39280 -0.48963
H -1.72670 -1.20538 0.50345
H -1.97077 0.64536 1.24017
H -0.26443 1.91831 -0.81138
H -0.07345 -1.74416 -0.24139
H 3.64438 -0.51374 -0.51718
N -0.40296 0.17998 -0.27878
N 1.76528 -0.77257 0.13121
O -0.05272 1.48553 0.08657
S 2.79829 0.51225 0.15482
```

Computed properties:
SMILES = CN(O)/C=N\S
total energy = -662.5894 a.u.
net charge = 0
ΔE to the lowest compared entry with this formula, charge and spin = 465.9 kJ/mol
Kohn-Sham gap = 0.3187 Ha
M = 106.15 g mol⁻¹
lowest unoccupied orbital energy = 0.658 eV

---

The following is a DFT calculation (ωB97M-V with the def2-TZVPD basis set) of a molecular structure, C43H96GaO16 at a distorted geometry.

XYZ file:
```
156
C43H96GaO16 (ωB97M-V with the def2-TZVPD basis set)
C 2.91739 -0.91532 2.68191
C 3.18104 -0.19812 1.72163
C 3.20745 0.57900 0.38050
Ga 1.48119 1.64212 -0.02569
C 0.10498 1.60644 1.54386
C -0.71180 2.96449 1.43362
C -2.11881 2.93928 2.23807
C -2.18866 4.29296 3.06337
C -3.23973 2.82716 1.09271
C -4.73247 2.86684 1.63507
C -5.44350 1.46333 1.74937
C -5.69716 0.57982 0.72068
C -6.99816 -0.34856 0.85327
C -4.80914 0.35831 -0.55772
C 0.47300 1.02737 -1.72626
C 0.73073 -0.48655 -2.00325
O 0.33923 -1.37309 -1.24763
O 1.43933 -0.79153 -3.18081
H 2.57174 -1.62455 3.47539
H 4.07608 1.30302 0.40990
H 3.38318 -0.11566 -0.50080
H 1.91288 3.20372 -0.15097
H 0.73325 1.57029 2.48228
H -0.54238 0.67997 1.47430
H -0.93895 3.13001 0.32596
H -0.08113 3.81120 1.82622
H -2.18749 2.00957 2.88514
H -3.23590 4.66642 3.27519
H -1.70697 4.12083 4.08182
H -1.63033 5.12501 2.53214
H -3.06847 3.73402 0.42054
H -2.97556 1.90812 0.49849
H -5.35673 3.53012 0.94986
H -4.78380 3.35979 2.65586
H -5.82692 1.16412 2.77772
H -7.85397 0.17249 1.36372
H -6.75147 -1.25538 1.50151
H -7.23586 -0.67989 -0.20589
H -5.26898 -0.35216 -1.31883
H -4.47557 1.33158 -1.04834
H -3.83864 -0.13359 -0.21343
H -0.63588 1.19272 -1.52816
H 0.83790 1.69632 -2.57328
H 1.75814 -1.71510 -3.12215
C 4.37053 -3.35942 -7.37437
O 5.15724 -3.61280 -6.22054
C 6.33551 -2.81414 -6.17605
C 6.16613 -1.62812 -5.23406
O 5.19342 -0.70958 -5.72268
C 3.93833 -0.85049 -5.06829
H 3.38760 -3.80683 -7.21997
H 4.24143 -2.28915 -7.55273
H 4.83664 -3.82502 -8.24934
H 6.61716 -2.47883 -7.18050
H 7.13953 -3.45159 -5.79693
H 7.11579 -1.08551 -5.17826
H 5.91179 -1.96262 -4.22335
H 3.99142 -0.41222 -4.06732
H 3.63065 -1.89685 -4.99534
H 3.18980 -0.30850 -5.64729
C 10.36646 -0.19172 -6.52832
O 11.15370 -0.44275 -5.37234
C 12.32994 0.35677 -5.32882
C 12.15961 1.54288 -4.38948
O 11.18567 2.45914 -4.87930
C 9.93031 2.31848 -4.22732
H 9.38352 -0.63972 -6.37365
H 10.23673 0.87791 -6.70878
H 10.83324 -0.65852 -7.40169
H 12.61126 0.69103 -6.33298
H 13.13539 -0.27971 -4.94869
H 13.10836 2.08612 -4.33443
H 11.90528 1.20782 -3.37845
H 9.98133 2.75902 -3.22613
H 9.62270 1.27274 -4.15267
H 9.18318 2.85940 -4.80957
C -11.79937 -0.81295 5.18272
O -11.09300 0.02338 6.08726
C -9.70077 -0.27497 6.13237
C -8.89348 0.71732 5.30719
O -9.18610 0.59868 3.91853
C -10.07494 1.60818 3.46412
H -12.78428 -0.37427 5.01330
H -11.28668 -0.89882 4.22179
H -11.92719 -1.80761 5.62190
H -9.51177 -1.30179 5.80269
H -9.39057 -0.19574 7.17909
H -7.82968 0.49105 5.42867
H -9.06031 1.74259 5.65398
H -9.53877 2.55831 3.36882
H -10.92884 1.73419 4.13483
H -10.44571 1.31581 2.48033
C -12.79748 1.58689 7.94677
O -13.86265 2.33587 8.52110
C -13.51075 3.69360 8.75550
C -14.06786 4.60623 7.67150
O -13.45985 4.34712 6.40926
C -14.28168 3.55938 5.56181
H -13.20571 0.64930 7.56995
H -12.32602 2.11783 7.11796
H -12.04909 1.36241 8.71337
H -12.42469 3.80596 8.83956
H -13.95340 3.97759 9.71576
H -13.83301 5.64351 7.93049
H -15.15718 4.51494 7.60525
H -15.09096 4.17482 5.15361
H -14.70380 2.69862 6.08607
H -13.66771 3.19638 4.73596
C 8.14516 -2.82884 5.43724
O 7.11020 -2.05176 6.01858
C 7.49026 -0.69359 6.21322
C 6.92223 0.20556 5.12313
O 7.49391 -0.09077 3.85403
C 6.63237 -0.88313 3.04245
H 7.71105 -3.76834 5.09220
H 8.60398 -2.32347 4.58395
H 8.90991 -3.04880 6.18994
H 8.58018 -0.59846 6.26828
H 7.07638 -0.38145 7.17754
H 7.18166 1.24377 5.35455
H 5.83045 0.13286 5.08474
H 5.82633 -0.26210 2.64304
H 6.20708 -1.72378 3.59537
H 7.21776 -1.27621 2.20904
C -5.73142 -1.94276 -5.32578
O -5.03373 -1.10852 -4.41479
C -3.63940 -1.40238 -4.36134
C -2.83111 -0.40398 -5.17761
O -3.11492 -0.51878 -6.57195
C -4.00479 0.48718 -7.02807
H -6.71653 -1.50662 -5.49944
H -5.21262 -2.02350 -6.28433
H -5.85877 -2.93971 -4.89118
H -3.44427 -2.42745 -4.69329
H -3.33644 -1.32573 -3.31280
H -1.76756 -0.62604 -5.05014
H -3.00468 0.61881 -4.82796
H -3.47264 1.44067 -7.11638
H -4.86337 0.60665 -6.36265
H -4.36811 0.19665 -8.01551
C 9.30279 -4.94459 -0.68242
O 10.13195 -5.23725 -1.79898
C 9.38795 -5.66383 -2.93467
C 9.21731 -4.53567 -3.94277
O 8.40368 -3.49016 -3.42064
C 9.17130 -2.38353 -2.96673
H 9.89894 -4.39669 0.04852
H 8.44419 -4.32975 -0.96212
H 8.95478 -5.87676 -0.22616
H 8.41581 -6.06826 -2.63407
H 9.95749 -6.47203 -3.40475
H 8.70261 -4.92915 -4.82562
H 10.18936 -4.14805 -4.26586
H 9.53239 -1.80586 -3.82429
H 10.01930 -2.69694 -2.35319
H 8.52370 -1.74509 -2.36326
```

Computed properties:
total energy = -4824.1514 a.u.
net charge = -1
Kohn-Sham gap = 0.2418 Ha
M = 938.95 g mol⁻¹
lowest unoccupied orbital energy = 1.893 eV

---

The following is a DFT calculation (ωB97M-V with the def2-TZVPD basis set) of a gas-phase ion, C3H4ClF3N3 (charge +1) at a distorted geometry.

XYZ file:
```
14
C3H4ClF3N3 (ωB97M-V with the def2-TZVPD basis set)
C 0.10116 0.60772 0.02032
C -1.31538 0.20064 0.68818
C 2.08964 -0.56707 0.09868
N 0.83453 -0.50286 0.21620
N -1.72150 -0.99524 0.69472
N -0.39569 0.73210 -1.32490
F 0.55389 1.81961 0.52785
F -2.11137 1.19532 1.02574
F 2.71799 -1.72537 0.22967
Cl 3.20178 0.69090 0.02103
H -1.08929 -1.68883 0.47432
H -2.65709 -1.31694 1.07552
H -0.32378 1.61286 -1.78953
H 0.11510 -0.06284 -1.95778
```

Computed properties:
SMILES = N[C@](F)(/N=C(/F)Cl)C(=[NH2+])F
total energy = -1040.4734 a.u.
net charge = +1
ΔE to the lowest compared entry with this formula, charge and spin = 142.8 kJ/mol
Kohn-Sham gap = 0.3960 Ha
M = 174.53 g mol⁻¹
lowest unoccupied orbital energy = -4.448 eV

---

The following is a DFT calculation (ωB97M-V with the def2-TZVPD basis set) of 6 unconnected molecules or ions with the total composition C19H46N7O11P at a distorted geometry.

XYZ file:
```
84
C19H46N7O11P (ωB97M-V with the def2-TZVPD basis set)
C -2.66085 4.06049 1.15081
C -3.12479 3.94406 -0.31116
O -4.06443 4.97134 -0.64385
C -3.85868 2.63288 -0.60510
O -2.97639 1.58766 -1.04158
C -2.43711 1.74206 -2.24255
O -2.97031 2.30857 -3.15834
N -1.16373 1.18640 -2.37699
N -0.62591 0.64141 -1.18118
P -0.09270 2.16565 -3.27226
O 1.22824 1.55080 -3.31969
O -0.71825 2.32142 -4.71656
O -0.02239 3.60609 -2.57872
H -1.59792 3.81885 1.23633
H -3.23821 3.41307 1.81279
H -2.79948 5.09340 1.47494
H -2.23561 4.03425 -0.94912
H -3.58330 5.80342 -0.72208
H -4.67696 2.81129 -1.30193
H -4.29175 2.25749 0.32272
H 0.24606 0.16613 -1.38250
H -0.50887 1.34538 -0.46154
H -1.51402 2.87580 -4.74834
H -0.79529 4.16391 -2.74859
C -4.17178 1.72348 3.86731
O -4.34924 2.88971 3.56145
N -3.88273 1.29958 5.10835
C -3.67519 -0.10039 5.41774
C -3.77255 2.28803 6.16887
H -4.22908 0.90376 3.13070
H -4.40204 -0.43909 6.15851
H -2.67023 -0.25783 5.81367
H -3.79198 -0.69721 4.51558
H -4.71077 2.83253 6.27661
H -2.98875 3.00791 5.93323
H -3.53465 1.78543 7.10286
C 0.59017 -3.38526 -4.25232
O 0.86644 -4.56916 -4.13184
N 1.15181 -2.55758 -5.14153
C 0.81289 -1.14446 -5.20339
C 2.14361 -3.09270 -6.05725
H -0.14748 -2.88486 -3.60437
H 0.40870 -0.89517 -6.18634
H 1.69700 -0.53733 -5.01365
H 0.06959 -0.90603 -4.44638
H 1.70849 -3.88520 -6.66693
H 2.98171 -3.51622 -5.50303
H 2.50208 -2.29400 -6.70151
C 1.31591 -6.31950 0.96198
O 0.91440 -6.09535 2.09181
N 0.57670 -6.19556 -0.14873
C 1.11997 -6.41716 -1.47797
C -0.81091 -5.78781 -0.01694
H 2.35939 -6.61459 0.76209
H 1.04573 -5.50268 -2.06330
H 0.56697 -7.20244 -1.99590
H 2.16556 -6.71054 -1.40591
H -0.87703 -4.81713 0.47652
H -1.36302 -6.50959 0.58590
H -1.25684 -5.72114 -1.00586
C 2.49675 -0.99585 0.75517
O 1.92979 -0.90214 -0.32044
N 2.21535 -1.91722 1.68969
C 2.93010 -1.99528 2.94714
C 1.14903 -2.86909 1.41470
H 3.31935 -0.31748 1.04452
H 3.41689 -2.96676 3.04854
H 2.24324 -1.86007 3.78448
H 3.68843 -1.21554 2.98763
H 1.38593 -3.43153 0.51079
H 0.21231 -2.33512 1.24800
H 1.03637 -3.55754 2.24700
C 3.19358 4.09647 2.31217
O 2.02055 3.81299 2.46160
N 3.93867 3.73219 1.25134
C 5.33525 4.09449 1.12810
C 3.31121 2.94845 0.19880
H 3.75780 4.68798 3.05409
H 5.49736 4.69438 0.23041
H 5.95913 3.20036 1.06755
H 5.64189 4.67545 1.99566
H 2.47337 3.49873 -0.22959
H 2.92881 2.01274 0.60637
H 4.03863 2.73316 -0.57923
```

Computed properties:
SMILES = C[C@H](O)COC(=O)N(N)P(=O)(O)O.CN(C)C=O.CN(C)C=O.CN(C)C=O.CN(C)C=O.CN(C)C=O
total energy = -2303.9506 a.u.
net charge = 0
Kohn-Sham gap = 0.3416 Ha
M = 579.59 g mol⁻¹
lowest unoccupied orbital energy = 0.310 eV

---

Q: Look up the total energy of the fourth one.
A: -2303.9506 a.u.